(1)
This record from OMol25 describes a 2-piece molecular cluster, H4O2 overall at a distorted geometry. The level of theory is the ωB97M-V functional and the def2-TZVPD basis.

Computed properties:
- total charge = 0
- frontier orbital gap (eV) = 11.0
- HOMO level (eV) = -10.4

Structure (XYZ):
```
6
Properties=species:S:1:pos:R:3:forces:R:3
H -0.435 1.279 1.065 -0.87 0.31 0.30
H 0.903 0.985 0.615 0.43 -0.27 -0.48
H 0.464 -1.355 -1.130 -1.21 0.34 0.78
H -0.534 -0.503 -0.175 0.82 -1.34 -1.12
O 0.003 0.967 0.276 0.47 0.95 0.67
O -0.400 -1.373 -0.652 0.37 0.02 -0.14
```
Forces are in eV/Å.

Here are the Löwdin charges for atoms 1 to 5, given in e: 0.063 0.073 0.040 -0.014 -0.029

---

(2)
This record from OMol25 describes a 2-piece molecular cluster, H4O2 overall. The level of theory is the ωB97M-V functional and the def2-TZVPD basis.

Computed properties:
- total charge = 0
- frontier orbital gap (eV) = 12.2
- HOMO level (eV) = -11.4

Structure (XYZ):
```
6
Properties=species:S:1:pos:R:3:forces:R:3
O 0.906 -2.003 -0.419 -0.13 -0.13 -0.09
H 1.780 -2.390 -0.359 0.20 -0.14 0.00
H 1.018 -1.107 -0.103 -0.11 0.26 0.09
O -1.210 1.444 0.301 0.09 -0.23 0.01
H -0.495 2.075 0.220 0.19 0.16 -0.03
H -1.999 1.982 0.361 -0.24 0.08 0.02
```
Forces are in eV/Å.

Here are the Löwdin charges for atoms 1 to 5, given in e: -0.053 0.026 0.023 -0.052 0.026

---

(3)
This record from OMol25 describes a 2-piece molecular cluster, H4O2 overall at a distorted geometry. The level of theory is the ωB97M-V functional and the def2-TZVPD basis.

Computed properties:
- total charge = 0
- frontier orbital gap (eV) = 11.3
- HOMO level (eV) = -10.8

Structure (XYZ):
```
6
Properties=species:S:1:pos:R:3:forces:R:3
H 2.050 -0.577 -0.477 -0.18 0.53 0.34
H 0.722 0.031 0.042 1.10 0.30 -0.06
H -1.683 0.925 -0.025 1.42 -2.44 -0.21
H -1.627 -0.588 0.538 0.97 1.46 -1.45
O 1.706 0.174 0.041 -0.87 -0.77 -0.31
O -1.168 0.036 -0.120 -2.44 0.91 1.68
```
Forces are in eV/Å.

Here are the Löwdin charges for atoms 1 to 5, given in e: 0.034 -0.005 0.106 0.089 -0.104

---

(4)
This record from OMol25 describes a 2-piece molecular cluster, H4O2 overall at a distorted geometry. The level of theory is the ωB97M-V functional and the def2-TZVPD basis.

Computed properties:
- total charge = 0
- frontier orbital gap (eV) = 12.1
- HOMO level (eV) = -11.0

Structure (XYZ):
```
6
Properties=species:S:1:pos:R:3:forces:R:3
H -1.859 -0.765 0.978 -3.10 0.13 3.26
H -1.609 -1.065 -0.385 0.07 -0.20 -0.85
H 2.103 0.862 0.031 -1.24 0.03 -0.42
H 1.306 0.298 -1.181 -0.39 1.19 1.90
O -1.173 -0.756 0.402 2.87 -0.06 -2.38
O 1.181 0.840 -0.332 1.79 -1.10 -1.51
```
Forces are in eV/Å.

Here are the Löwdin charges for atoms 1 to 5, given in e: -0.027 0.033 0.046 0.068 -0.005

---

(5)
This record from OMol25 describes a 2-piece molecular cluster, H4O2 overall at a distorted geometry. The level of theory is the ωB97M-V functional and the def2-TZVPD basis.

Computed properties:
- total charge = 0
- frontier orbital gap (eV) = 11.5
- HOMO level (eV) = -10.9

Structure (XYZ):
```
6
Properties=species:S:1:pos:R:3:forces:R:3
H -0.886 0.295 -0.002 -1.86 -0.94 -0.75
H -2.250 -0.155 0.619 0.55 0.13 -1.32
H 1.847 -0.765 -0.123 0.50 -1.32 0.00
H 1.869 0.725 -0.079 -1.53 -1.29 -0.17
O -1.809 -0.045 -0.265 1.33 0.70 2.03
O 1.230 -0.055 -0.150 1.01 2.71 0.20
```
Forces are in eV/Å.

Here are the Löwdin charges for atoms 1 to 5, given in e: 0.032 0.046 0.018 0.088 -0.123

---

(6)
This record from OMol25 describes a 2-piece molecular cluster, H4O2 overall at a distorted geometry. The level of theory is the ωB97M-V functional and the def2-TZVPD basis.

Computed properties:
- total charge = 0
- frontier orbital gap (eV) = 12.0
- HOMO level (eV) = -11.2

Structure (XYZ):
```
6
Properties=species:S:1:pos:R:3:forces:R:3
H -1.261 -1.014 -0.879 -0.17 0.44 -0.41
H -0.321 -1.877 -0.222 0.64 -1.20 1.02
H 1.258 1.808 0.671 -1.02 -0.47 0.81
H 0.182 0.884 0.216 -0.33 -0.54 -0.07
O -0.311 -1.141 -0.803 -0.50 0.87 -0.62
O 0.453 1.339 1.016 1.38 0.90 -0.72
```
Forces are in eV/Å.

Here are the Löwdin charges for atoms 1 to 5, given in e: 0.047 0.024 0.058 -0.011 -0.032

---

(7)
This record from OMol25 describes a 2-piece molecular cluster, H4O2 overall at a distorted geometry. The level of theory is the ωB97M-V functional and the def2-TZVPD basis.

Computed properties:
- total charge = +1
- frontier orbital gap (spin up / spin down) (eV) = 14.7 / 4.8
- expectation value of S² = 0.76
- 2S+1 = 2
- HOMO level (spin up / spin down) (eV) = -19.5 / -17.4

Structure (XYZ):
```
6
Properties=species:S:1:pos:R:3:forces:R:3
H 1.080 0.387 1.460 0.31 -0.11 0.58
H -0.284 0.158 0.855 -0.70 0.04 0.15
O 0.251 -0.124 1.643 0.20 0.38 -1.08
H 0.158 -0.710 -1.283 0.07 -0.20 -0.58
H -1.029 -0.074 -2.070 -0.05 0.00 0.05
O -0.264 0.135 -1.505 0.16 -0.11 0.88
```
Forces are in eV/Å.

Here are the Löwdin charges for atoms 1 to 5, given in e: 0.173 0.125 0.380 0.087 0.115

---

(8)
This record from OMol25 describes a 2-piece molecular cluster, H4O2Si2 overall at a distorted geometry. The level of theory is the ωB97M-V functional and the def2-TZVPD basis.

Computed properties:
- total charge = 0
- frontier orbital gap (eV) = 9.7
- HOMO level (eV) = -10.5

Structure (XYZ):
```
8
Properties=species:S:1:pos:R:3:forces:R:3
O 1.191 -1.088 0.217 -0.71 0.08 -0.75
O -1.290 1.115 0.325 0.91 -0.23 0.03
Si -1.502 -0.369 0.019 -0.74 0.11 -0.52
Si 1.689 0.336 -0.053 -0.34 0.05 3.97
H -1.589 -0.901 -1.351 0.56 -0.01 -0.13
H -2.416 -1.219 0.795 0.39 -0.18 0.55
H 2.146 1.057 1.293 -0.24 -0.45 -1.79
H 1.770 1.068 -1.246 0.16 0.62 -1.37
```
Forces are in eV/Å.

Here are the Löwdin charges for atoms 1 to 5, given in e: -0.500 -0.477 0.570 0.638 -0.062